C27H32N2OPtS5Si | ωB97M-V/def2-TZVPD

Geometry (Å):
Pt (-0.3349, -0.9990, 0.7196)
C (-1.4476, -1.7919, 5.2643)
C (-0.8750, -1.2165, 3.9759)
S (-0.3631, -2.3838, 2.7366)
C (-0.7585, 0.1011, 3.8148)
C (-1.1651, 1.0471, 4.9308)
S (-0.1306, 0.8717, 2.3382)
H (-1.4799, -2.8804, 5.2122)
H (-2.4703, -1.4357, 5.4381)
H (-0.8565, -1.5106, 6.1485)
H (-0.6516, 0.8168, 5.8738)
H (-2.2428, 0.9911, 5.1310)
H (-0.9332, 2.0765, 4.6575)
C (3.4374, 1.6862, 2.7373)
N (3.6181, 0.5063, 1.8795)
C (2.9042, -0.6623, 1.9372)
S (2.6160, -1.4931, 0.4706)
N (2.5020, -1.1816, 3.0906)
C (2.5986, -0.6025, 4.4178)
H (3.9086, 2.5189, 2.2192)
H (3.9305, 1.5796, 3.6985)
H (2.3817, 1.9139, 2.8936)
H (3.7268, 0.7442, 0.9052)
H (1.7120, -1.8317, 2.9668)
H (3.6259, -0.3318, 4.6561)
H (2.2790, -1.3707, 5.1209)
H (1.9419, 0.2611, 4.5398)
C (-1.5494, -4.1371, -2.2682)
O (-1.6331, -3.2488, -1.1529)
C (-2.8425, -2.8613, -0.6856)
S (-4.2633, -3.5363, -1.3254)
S (-2.7753, -1.6471, 0.5052)
H (-0.4817, -4.2754, -2.4308)
H (-2.0101, -3.6971, -3.1502)
H (-2.0388, -5.0819, -2.0503)
C (0.6312, -2.3790, -5.0981)
C (-0.3952, -1.4420, -5.1493)
C (-0.7215, -0.6939, -4.0178)
C (-0.0356, -0.8609, -2.8080)
C (0.9915, -1.8186, -2.7815)
C (1.3262, -2.5656, -3.9061)
Si (-0.3184, 0.1881, -1.2417)
C (1.0330, 1.5442, -1.4754)
C (1.5253, 2.2654, -0.3735)
C (2.4383, 3.3086, -0.5288)
C (2.9059, 3.6510, -1.7948)
C (2.4454, 2.9448, -2.8985)
C (1.5234, 1.9110, -2.7353)
C (-1.9237, 1.1589, -1.5947)
C (-2.0317, 2.5396, -1.3739)
C (-3.2291, 3.2225, -1.5848)
C (-4.3575, 2.5367, -2.0191)
C (-4.2836, 1.1620, -2.2226)
C (-3.0866, 0.4880, -2.0058)
H (0.8871, -2.9591, -5.9774)
H (-0.9431, -1.2880, -6.0730)
H (-1.5202, 0.0379, -4.0839)
H (1.5419, -1.9740, -1.8559)
H (2.1285, -3.2942, -3.8522)
H (1.1774, 2.0076, 0.6204)
H (2.7782, 3.8603, 0.3401)
H (3.6193, 4.4588, -1.9185)
H (2.7979, 3.2019, -3.8912)
H (1.1778, 1.3779, -3.6170)
H (-1.1659, 3.0975, -1.0274)
H (-3.2790, 4.2915, -1.4050)
H (-5.2885, 3.0660, -2.1896)
H (-5.1616, 0.6081, -2.5337)
H (-3.0666, -0.5911, -2.1423)

Total charge: -2
F_max, eV Å⁻¹: 1.35
E_HOMO, hartree: -0.018
HOMO-LUMO gap, eV: 5.0
2S+1: 1
LUMO energy, eV: 4.52
Energy relative to the best compared isomer or geometry (same formula, charge and spin), kJ/mol: 79.5